1.
C4H6O2 in the gas phase, computed with ωB97M-V/def2-TZVPD.

```
! wB97M-V def2-TZVPD RIJCOSX def2/J DEFGRID3
* xyz 0 1
C -1.28 -0.34 -0.27
C 0.23 -0.07 -0.38
C 0.51 1.38 -0.03
O 0.61 1.77 1.11
C 1.03 -0.91 0.60
O 0.54 -1.50 1.54
H -1.51 -1.35 -0.61
H -1.59 -0.25 0.77
H -1.85 0.37 -0.88
H 0.58 -0.26 -1.40
H 0.61 2.09 -0.88
H 2.13 -0.92 0.43
*
```

Output
SMILES: CC(C=O)C=O
Gap between HOMO and LUMO (eV): 10.5
Highest occupied orbital energy (eV): -9.978
Energy relative to the best compared isomer or geometry (same formula, charge and spin) (kcal/mol): 26.3



2.
C4H6O2 in the gas phase, computed with ωB97M-V/def2-TZVPD.

```
! wB97M-V def2-TZVPD RIJCOSX def2/J DEFGRID3
* xyz 0 1
O -0.88 0.97 1.38
C -0.24 0.75 0.16
C 0.93 -0.25 0.32
C 1.44 -0.80 -0.95
O -2.10 -0.60 -0.42
C -1.19 0.09 -0.82
H -1.62 0.34 1.41
H 0.13 1.70 -0.25
H 1.85 0.30 0.63
H 0.71 -0.94 1.15
H 1.96 -1.75 -0.70
H -0.99 0.21 -1.90
*
```

Output
Gap between HOMO and LUMO (spin up / spin down) (eV): 8.5 / 8.5
Highest occupied orbital energy (spin up / spin down) (eV): -9.226 / -9.225
Energy relative to the best compared isomer or geometry (same formula, charge and spin) (kcal/mol): 112.5



3.
C4H6O2 in the gas phase, computed with ωB97M-V/def2-TZVPD.

```
! wB97M-V def2-TZVPD RIJCOSX def2/J DEFGRID3
* xyz 0 1
C 0.57 0.99 1.30
C -0.63 0.32 0.63
O -1.76 0.66 0.87
C -0.42 -0.86 -0.31
C 0.01 -0.66 -1.69
O 0.91 -1.14 -0.71
H 1.51 0.84 0.76
H 0.35 2.06 1.42
H 0.68 0.57 2.31
H -1.06 -1.71 -0.09
H 0.14 0.35 -2.08
H -0.29 -1.42 -2.41
*
```

Output
SMILES: CC(=O)[C@H]1CO1
Gap between HOMO and LUMO (eV): 10.7
Highest occupied orbital energy (eV): -9.852
Energy relative to the best compared isomer or geometry (same formula, charge and spin) (kcal/mol): 40.6



What did the third record say?
C4H6O2 in the gas phase, computed with ωB97M-V/def2-TZVPD.

```
! wB97M-V def2-TZVPD RIJCOSX def2/J DEFGRID3
* xyz 0 1
C 0.57 0.99 1.30
C -0.63 0.32 0.63
O -1.76 0.66 0.87
C -0.42 -0.86 -0.31
C 0.01 -0.66 -1.69
O 0.91 -1.14 -0.71
H 1.51 0.84 0.76
H 0.35 2.06 1.42
H 0.68 0.57 2.31
H -1.06 -1.71 -0.09
H 0.14 0.35 -2.08
H -0.29 -1.42 -2.41
*
```

Output
SMILES: CC(=O)[C@H]1CO1
Gap between HOMO and LUMO (eV): 10.7
Highest occupied orbital energy (eV): -9.852
Energy relative to the best compared isomer or geometry (same formula, charge and spin) (kcal/mol): 40.6